[1]
A cluster of 2 separate species, C9H13NO in total, computed with wB97M-V/def2-TZVPD.

Net charge: -1
<S²>: 0.757
HOMO energy (spin up / spin down): 1.237 / -3.721 eV
2S+1: 2
E_LUMO (spin up / spin down): 3.75 / 3.62 eV
Kohn-Sham gap (spin up / spin down): 2.515 / 7.344 eV

Structure (XYZ):
```
24
Properties=species:S:1:pos:R:3:forces:R:3
C -0.23377 -2.76936 0.33619 -0.791 0.671 -0.333
C -1.33020 1.14641 1.85883 0.554 -0.428 -0.182
C -2.08919 0.54411 0.87171 -0.689 -0.154 0.829
C -0.24757 0.46439 2.41670 0.396 -0.732 0.196
C -1.78122 -0.80995 0.48225 0.435 1.052 -0.869
C 0.05165 -0.91142 2.05329 -0.486 1.619 -0.396
C -0.60659 -1.44939 0.97242 -1.137 -0.709 0.686
H -1.47974 2.16394 2.20513 -0.298 0.071 -0.258
H -2.99945 1.08158 0.54726 0.560 -0.519 -0.202
H 0.45401 0.99368 3.05223 -0.097 -0.012 0.249
H -2.29640 -1.22510 -0.38611 0.057 -0.103 0.132
H 0.79719 -1.41328 2.63727 0.566 -0.441 -0.197
H 0.13700 -2.52280 -0.64018 0.857 0.230 -0.738
H -1.12389 -3.33071 0.01260 0.149 -0.303 0.844
H 0.52400 -3.32905 0.86442 -0.054 -0.352 0.260
C 0.66852 0.80439 -2.62453 -0.321 -0.118 -0.243
C 1.11666 1.55013 -1.38893 0.734 0.761 -0.819
O 0.36372 2.18806 -0.70302 -0.123 0.244 0.286
N 2.49351 1.59755 -1.22174 -1.562 -1.870 -1.309
H 2.87426 2.29629 -0.68816 0.933 1.631 1.689
H 3.08719 1.03053 -1.78896 0.154 -0.029 -0.179
H 0.49865 -0.23780 -2.36971 -0.191 -0.162 -0.127
H 1.35502 0.88125 -3.46140 0.628 -0.180 0.120
H -0.23338 1.25655 -3.03758 -0.275 -0.166 0.563
```
Forces are in eV/Å.

***

[2]
A cluster of 18 separate species, H36O18 in total, computed with wB97M-V/def2-TZVPD.

Net charge: -1
<S²>: 0.751
HOMO energy (spin up / spin down): 0.154 / -7.788 eV
2S+1: 2
E_LUMO (spin up / spin down): 2.03 / 1.96 eV
Kohn-Sham gap (spin up / spin down): 1.875 / 9.749 eV

Structure (XYZ):
```
54
Properties=species:S:1:pos:R:3:forces:R:3
O 2.91194 0.52885 4.07310 -0.645 0.242 0.442
H 2.82764 -0.38225 4.38643 0.482 0.200 -0.407
H 3.67578 0.66501 3.51325 0.321 -0.509 0.110
O -0.90386 -0.40268 -0.34667 0.355 2.540 -3.318
H -0.19631 0.26839 -0.75586 -2.127 -1.915 1.469
H -1.65430 -0.15111 -1.00801 1.620 -1.081 1.710
O -3.58990 1.18492 -1.30772 -0.945 -5.105 2.227
H -3.68010 2.07643 -1.34778 -0.149 4.205 -0.222
H -3.76196 0.95893 -0.33705 0.373 0.381 -1.797
O 0.97508 1.83790 -3.63503 3.525 -2.724 8.822
H 0.73519 1.75665 -4.45214 -2.265 -1.004 -7.742
H 1.28019 0.84768 -3.30863 -1.144 3.725 -1.072
O -2.71113 4.65373 1.59599 4.470 1.380 0.256
H -3.56330 4.41308 1.54996 -5.031 -1.331 0.108
H -2.39320 4.40881 0.72981 0.574 -0.131 -0.346
O -1.23753 1.89396 -1.62443 0.424 0.763 -1.964
H -1.56503 1.32985 -2.39580 0.724 1.425 1.363
H -0.71161 2.63585 -2.02417 -0.306 -1.245 0.252
O 1.09198 -4.63172 2.93131 -2.616 0.301 0.832
H 0.33976 -4.83172 3.55210 1.494 -1.088 0.513
H 0.42438 -4.02415 2.55402 1.225 0.833 -1.276
O 4.27268 2.45778 -2.50103 -1.016 4.666 -1.989
H 4.38944 3.46472 -2.13831 -0.449 -3.752 -1.166
H 3.79880 2.67507 -3.42997 1.418 -0.963 3.214
O -2.29377 0.74535 1.59021 -0.378 1.302 1.358
H -1.87612 0.82932 0.68965 0.459 0.224 1.670
H -2.04499 1.43422 2.30599 -0.198 -1.540 -2.583
O -1.19572 -2.28080 -5.32345 2.183 -2.778 1.461
H -0.22225 -2.81264 -5.16061 -4.410 2.045 -0.132
H -1.92235 -2.71723 -4.74758 2.288 0.793 -1.209
O -1.40220 3.29744 5.25049 5.258 -0.576 3.051
H -2.12006 3.22689 4.72693 -3.368 -0.870 -2.950
H -0.73351 2.55495 5.11504 -1.862 1.443 -0.109
O -2.53546 -1.23254 4.37407 5.368 2.622 -3.937
H -3.27542 -1.67610 4.53848 -4.907 -2.967 1.033
H -2.37875 -1.33362 3.35161 -0.419 0.487 2.838
O -1.48969 -4.32976 0.83679 -1.138 -1.570 -0.963
H -0.70186 -4.85083 0.93719 0.664 -0.615 -0.012
H -1.28454 -3.53003 1.25943 0.355 2.173 0.809
O 2.49579 -4.38389 -0.59446 0.569 -0.648 -1.176
H 1.72904 -4.66461 -0.13581 -1.468 0.349 2.018
H 2.35546 -5.08027 -1.25930 0.971 0.463 -0.744
O 1.27596 4.63767 -1.53905 2.639 -2.279 -3.617
H 0.81540 5.21669 -1.02261 -1.798 2.786 1.796
H 1.59728 5.06001 -2.39081 -0.919 -0.531 1.858
O 1.92739 -0.44923 -1.09219 4.812 -0.934 -2.869
H 1.31845 -0.77643 -0.52285 -3.520 -1.216 3.006
H 2.62937 -1.17321 -0.92111 -1.147 1.878 -0.793
O 1.02641 -3.81620 -3.11963 -0.529 -0.310 -0.225
H 0.20538 -4.36003 -3.17353 0.813 0.849 0.603
H 1.03447 -3.28750 -2.29235 -0.367 -0.579 -0.535
O 1.84868 0.57491 1.31464 -5.034 1.001 -3.430
H 2.10395 1.31409 0.79208 1.089 0.494 -0.115
H 2.35898 0.22942 1.93937 3.682 -1.311 3.876
```
Forces are in eV/Å.

***

[3]
A structure of composition C17H16N2O4, computed with wB97M-V/def2-TZVPD.

Net charge: 0
HOMO energy: -9.221 eV
E_LUMO: 0.39 eV
Kohn-Sham gap: 9.615 eV

Structure (XYZ):
```
39
Properties=species:S:1:pos:R:3:forces:R:3
O -0.93653 -3.74111 0.18060 2.837 2.677 -0.566
C -0.36372 -2.64278 0.05943 -4.489 2.169 0.708
N 1.00348 -2.37808 0.03198 -9.242 -5.726 -1.784
N 1.55478 -1.28895 -0.00733 1.389 -0.072 -5.639
C 1.83661 -0.70948 1.01360 -0.849 6.254 16.909
O 1.45442 -0.94247 2.33001 1.663 -0.400 -6.885
C 2.50537 0.55309 0.88819 4.185 2.555 -5.698
H 2.17206 1.61788 1.02576 -0.247 -1.749 1.198
C 2.59694 0.62370 -0.90050 1.903 -1.330 2.667
C 1.93366 -0.70288 -1.18235 1.670 6.911 3.324
O 1.61501 -0.90024 -2.24453 -2.598 -4.031 -7.277
H 2.17969 1.55955 -1.45719 0.856 -2.070 1.013
C 4.20908 0.18132 -1.14225 -2.920 8.802 6.398
C 4.85400 1.77631 -0.64530 -1.124 -4.344 -11.609
C 4.77484 1.74332 0.51254 -0.966 1.441 18.989
H 5.02220 2.50828 1.43114 -0.500 -1.558 -2.860
C 4.14633 0.31404 1.13192 -2.174 5.331 -3.831
H 4.26489 0.05117 2.16214 1.102 -0.918 0.037
O 4.61770 -0.33464 0.02048 0.198 -7.254 0.819
H 5.16133 2.44216 -1.28561 1.502 3.519 -3.360
H 4.40188 -0.11681 -2.05976 1.572 -2.296 -3.776
H 1.29900 -3.20970 0.23520 4.549 -5.549 1.531
C -1.31081 -1.22871 0.08305 3.606 -0.742 -2.792
H -1.10862 -0.70069 1.08278 0.103 -0.254 -1.902
H -1.01547 -0.60517 -1.10342 -0.608 -1.429 4.067
C -2.72834 -1.59245 -0.00512 2.406 1.643 8.234
C -3.56503 -0.50734 -0.01256 -3.957 10.363 -1.686
C -3.88183 0.44438 -1.24457 2.911 -9.625 -1.581
C -4.67418 1.45382 -1.11582 0.166 3.810 -7.557
C -4.89893 2.07155 0.03431 -5.335 7.524 -5.488
C -4.58095 1.62833 1.11644 3.935 -8.306 7.361
C -3.94782 0.28491 1.05189 1.446 -1.199 4.192
H -3.62453 -0.11173 2.14049 -0.884 0.620 -2.327
H -4.87774 1.86813 2.07682 -0.307 1.241 1.610
H -5.49648 2.98514 -0.04336 0.191 0.019 0.142
H -4.81848 2.14928 -2.13237 -0.105 -2.132 2.604
H -3.63295 -0.19403 -2.31627 -0.684 2.514 2.772
H -3.04946 -2.18978 -0.61231 -2.211 -6.792 -7.838
H -3.09137 -2.15932 0.90183 1.011 0.383 -0.118
```
Forces are in eV/Å.

***

Summary of energy above the lowest of the compared OMol25 structures with the same formula, charge and spin in kcal/mol
32.4 139.4 405.7
(order as listed above)